C36H102F3N9O13 | ωB97M-V/def2-TZVPD

Output
gap between HOMO and LUMO = 2.301 eV
E_tot = -87099.535 eV
LUMO = -8.0 eV

```
! wB97M-V def2-TZVPD RIJCOSX def2/J DEFGRID3
* xyz 6 1
C 8.065 3.692 8.354
C 7.029 4.798 8.202
C 6.340 4.869 6.786
O 5.301 5.790 6.706
C 4.656 5.682 5.466
N 5.865 4.568 9.214
H 5.475 3.643 9.103
H 6.150 4.693 10.230
H 5.039 5.112 8.841
H 8.850 3.892 7.678
H 7.578 2.781 7.981
H 8.317 3.571 9.395
H 7.460 5.796 8.357
H 5.907 3.831 6.552
H 7.222 5.011 6.112
H 4.015 6.563 5.249
H 3.951 4.820 5.550
H 5.341 5.432 4.647
C 4.010 -9.406 -2.537
C 4.765 -8.355 -1.722
C 4.694 -8.599 -0.214
O 5.123 -7.455 0.535
C 5.346 -7.653 1.985
N 6.270 -8.331 -2.055
H 6.708 -7.538 -1.672
H 6.620 -9.164 -1.581
H 6.503 -8.282 -2.990
H 4.025 -9.156 -3.588
H 2.971 -9.372 -2.174
H 4.327 -10.447 -2.483
H 4.362 -7.371 -2.053
H 5.285 -9.452 -0.013
H 3.704 -8.974 0.148
H 5.308 -6.652 2.393
H 6.342 -8.096 2.142
H 4.526 -8.275 2.390
C 4.600 5.089 -4.577
C 5.441 5.309 -5.801
C 4.654 5.862 -6.988
O 5.658 5.923 -7.988
C 5.353 6.530 -9.242
N 6.565 6.304 -5.497
H 7.049 6.724 -6.326
H 6.111 7.132 -5.052
H 7.163 5.925 -4.782
H 4.242 4.043 -4.637
H 3.691 5.674 -4.516
H 5.201 5.190 -3.684
H 6.065 4.490 -6.106
H 4.224 6.832 -6.862
H 3.885 5.131 -7.218
H 5.262 7.613 -9.158
H 4.394 6.024 -9.619
H 6.125 6.116 -9.893
C -3.001 -1.809 -6.575
C -2.890 -2.957 -7.714
C -3.916 -2.871 -8.807
O -3.442 -3.635 -9.955
C -4.499 -4.378 -10.582
N -1.663 -3.010 -8.499
H -1.078 -3.522 -7.874
H -2.077 -3.464 -9.343
H -1.219 -2.066 -8.628
H -3.928 -2.000 -6.062
H -3.108 -0.821 -6.984
H -2.116 -1.779 -5.960
H -3.038 -3.913 -7.167
H -3.980 -1.783 -9.074
H -4.859 -3.235 -8.390
H -4.195 -5.383 -10.704
H -4.597 -3.852 -11.544
H -5.398 -4.365 -9.942
C -5.430 10.786 9.926
C -4.461 9.634 10.000
C -5.112 8.258 9.875
O -4.030 7.369 9.644
C -4.517 5.976 9.561
N -3.520 9.765 8.785
H -2.752 9.133 8.801
H -4.042 9.610 7.927
H -3.120 10.685 8.756
H -6.436 10.477 10.516
H -5.843 10.956 8.932
H -5.024 11.749 10.279
H -3.803 9.731 10.837
H -5.837 8.316 9.091
H -5.771 7.964 10.713
H -5.047 5.842 10.527
H -3.650 5.351 9.411
H -5.235 5.819 8.701
C -6.906 13.766 -8.353
C -5.467 13.117 -8.175
C -4.868 12.428 -9.377
O -3.496 12.059 -9.188
C -3.283 10.744 -8.760
N -4.520 14.195 -7.772
H -4.371 14.852 -8.541
H -4.929 14.702 -6.975
H -3.580 13.823 -7.535
H -7.588 12.973 -8.602
H -6.855 14.504 -9.132
H -7.300 14.137 -7.411
H -5.555 12.428 -7.311
H -4.840 13.179 -10.145
H -5.555 11.706 -9.740
H -3.516 10.058 -9.589
H -3.855 10.520 -7.820
H -2.252 10.543 -8.467
C -4.910 -9.061 -0.261
C -3.799 -8.116 -0.816
C -4.031 -7.611 -2.280
O -2.898 -6.933 -2.800
C -3.007 -6.495 -4.165
N -3.777 -6.899 0.065
H -3.589 -7.256 1.044
H -2.983 -6.312 -0.245
H -4.662 -6.462 0.211
H -5.327 -9.608 -1.138
H -5.744 -8.593 0.204
H -4.490 -9.810 0.465
H -2.803 -8.638 -0.782
H -4.862 -6.895 -2.276
H -4.339 -8.480 -2.851
H -3.997 -6.662 -4.549
H -2.200 -6.849 -4.817
H -2.924 -5.409 -4.145
C -3.124 -11.481 8.992
C -1.778 -12.101 9.271
C -0.648 -11.767 8.342
O 0.568 -12.023 8.987
C 1.695 -11.307 8.308
N -1.296 -11.536 10.652
H -1.536 -12.169 11.413
H -0.230 -11.639 10.551
H -1.563 -10.611 10.988
H -3.620 -11.835 8.100
H -3.150 -10.347 8.857
H -3.808 -11.624 9.833
H -1.900 -13.163 9.494
H -0.845 -10.697 8.233
H -0.807 -12.284 7.364
H 2.690 -11.520 8.756
H 1.525 -10.243 8.285
H 1.813 -11.774 7.332
C 1.547 -0.744 -3.077
O 0.561 -0.835 -2.226
O 1.318 -0.669 -4.245
C 2.836 -0.094 -2.565
F 3.738 -0.451 -3.481
F 2.693 1.297 -2.565
F 3.345 -0.546 -1.387
C 0.783 -0.644 -0.720
C -0.618 -0.610 -0.102
H -0.407 -0.369 0.953
H -1.273 0.127 -0.508
H -1.131 -1.528 -0.050
H 1.287 0.313 -0.498
H 1.370 -1.511 -0.401
H 3.177 4.564 10.756
N -0.108 -6.030 1.748
O 0.653 -5.305 1.090
O -1.029 -6.833 1.088
O -0.152 -6.108 2.994
*
```